# 1
DFT (ωB97M-V/def2-TZVPD) results for a structure of composition C45H29N4O2Ti.

Summary:
Total energy = -80305.4506 eV
HOMO-LUMO gap = 5.80 eV

Geometry as ORCA input:
```
! wB97M-V def2-TZVPD RIJCOSX def2/J DEFGRID3
* xyz 1 1
H 3.251 3.701 -2.210
C -4.066 -3.827 -1.197
H 3.928 3.441 2.005
H -6.173 6.166 -0.160
C 1.120 -2.786 0.195
C 4.816 -4.825 -1.767
C 5.398 5.468 -0.277
C 4.004 -4.039 0.767
C 4.040 0.697 -0.803
H 6.127 -6.191 -0.760
H 3.410 -3.380 -2.500
H -6.224 -6.166 -0.050
H -4.936 -1.349 -0.602
C 0.692 4.133 0.513
H 4.955 5.479 -2.381
C -1.079 -2.809 0.282
C 3.475 3.462 -0.093
H 5.126 -5.133 -2.758
O -1.019 0.313 2.351
C -5.407 5.403 -0.133
C -2.731 1.074 -0.296
C 4.021 -0.653 -0.878
C -2.379 2.393 -0.048
C -5.057 -4.797 -1.215
H 5.627 5.219 1.839
C -0.666 4.130 0.483
C 1.119 2.795 0.261
C 2.390 -2.396 -0.218
C -5.044 4.820 1.072
Ti 0.015 0.006 0.545
C -5.438 -5.422 -0.036
C 4.147 3.891 1.045
C -3.441 3.437 -0.070
C -2.741 -1.120 -0.272
C 4.969 -5.024 0.619
N -1.899 -0.027 -0.207
H 5.407 -5.480 1.498
H 4.830 -1.319 -1.127
C -3.445 -3.480 0.001
C 2.731 1.111 -0.403
C 0.722 -4.135 0.435
H -1.335 4.970 0.586
C -4.819 -5.084 1.158
H 1.400 -4.968 0.512
H -1.283 -5.003 0.601
C 3.438 -3.441 -0.355
N 0.024 1.962 0.150
H -3.343 -3.849 2.111
H 0.071 -0.018 4.056
H -5.114 -5.573 2.078
H 6.139 6.254 -0.348
H -5.527 5.129 1.990
C -0.635 -4.150 0.492
C -2.391 -2.434 0.013
C 3.853 -3.839 -1.624
C 0.039 0.013 2.961
C 2.701 -1.078 -0.522
H 4.872 1.362 -0.963
N 1.889 0.020 -0.297
H 3.694 -3.721 1.755
C 5.376 -5.421 -0.646
C -3.807 4.024 -1.278
C -1.079 2.789 0.223
C -4.788 5.004 -1.309
C 5.105 4.891 0.949
H -4.919 1.324 -0.652
H -3.316 3.707 -2.191
C -4.063 3.839 1.107
C 4.734 5.038 -1.417
C -4.080 0.659 -0.527
H -5.524 -5.068 -2.152
O 1.071 -0.259 2.286
H -3.778 3.380 2.046
C -4.088 -0.693 -0.505
C 2.416 2.416 -0.052
H 1.355 4.969 0.664
C -3.824 -4.119 1.179
H -3.756 -3.343 -2.115
N 0.009 -1.965 0.172
C 3.776 4.041 -1.325
H -5.062 5.455 -2.253
*
```


# 2
DFT (ωB97M-V/def2-TZVPD) results for an isolated molecule of C4H7IN2 in a non-equilibrium geometry.

Summary:
SMILES = C[C@@]1(I)CCN=N1
Total energy = -15340.4943 eV
HOMO-LUMO gap = 9.30 eV

Geometry as ORCA input:
```
! wB97M-V def2-TZVPD RIJCOSX def2/J DEFGRID3
* xyz 0 1
C 0.583 0.178 0.317
H 2.377 1.104 -0.413
C -1.215 -1.281 0.122
I 1.260 0.271 2.486
H -1.072 0.543 -1.014
H 0.977 0.989 -1.572
H -2.020 -1.642 -0.596
C -0.902 0.198 0.098
C 1.327 1.181 -0.624
H -1.773 -1.595 1.023
N 0.038 -1.917 -0.109
N 0.989 -1.116 -0.055
H -1.465 0.903 0.705
H 0.895 2.184 -0.368
*
```


# 3
DFT (ωB97M-V/def2-TZVPD) results for a cluster of 4 separate species, C21H48BrFN6O4PS in total in a non-equilibrium geometry.

Summary:
Total energy = -132548.1938 eV
HOMO-LUMO gap = 7.74 eV

Geometry as ORCA input:
```
! wB97M-V def2-TZVPD RIJCOSX def2/J DEFGRID3
* xyz 1 1
H 5.956 -0.424 -1.348
C -4.588 3.911 -6.568
H -0.080 2.002 0.177
H -0.617 -6.774 3.186
H -3.196 0.054 -5.286
C 6.860 -3.555 -1.249
H 1.792 -0.670 -2.921
H -5.518 3.345 -6.668
H 7.378 -2.078 1.623
H -4.315 3.963 2.556
N 0.331 -0.928 1.322
H 1.817 -3.875 1.991
O 1.559 1.524 -2.063
H -2.194 4.619 2.856
N 4.600 -2.087 1.283
H -4.757 0.768 -5.715
C -3.713 1.001 -5.488
C -0.570 -0.331 0.265
S 0.503 -6.238 0.990
C 6.997 -2.033 0.595
H -0.624 0.921 -2.977
F -1.643 -3.855 0.264
C -3.607 1.928 -4.279
H 0.640 -4.936 4.237
H -4.347 2.215 2.970
C -0.039 -4.515 3.350
C -1.501 2.952 4.114
H -0.960 -3.998 3.902
O -4.251 4.158 -5.212
H -3.071 4.074 5.118
H 1.320 1.453 1.761
H -0.870 3.679 2.188
O 6.911 -3.394 0.159
H 5.788 -0.369 1.206
C -4.060 2.953 2.220
C -0.529 -5.811 2.487
N -2.221 2.403 -4.160
H 1.401 0.917 4.172
H 2.856 -0.313 1.562
C -0.692 1.172 -0.378
H -2.076 3.103 -4.894
H 1.339 -2.706 3.385
C 5.148 -0.867 -0.758
C 0.059 -2.434 1.524
H 4.893 -2.281 2.241
H 7.255 -4.547 -1.491
H -3.454 2.355 4.917
H -2.133 2.940 -3.296
H 5.824 -3.526 -1.592
C -1.554 -1.510 -0.307
H 4.726 -1.701 -1.327
N -1.049 -2.667 0.524
H -0.646 3.491 4.542
C -1.813 3.597 2.743
N -1.127 1.538 3.972
C -4.610 3.105 -4.313
H -4.632 2.737 1.313
H 7.747 -1.486 0.011
Br -2.959 -1.353 -1.720
H -3.253 1.424 -6.385
H -4.716 4.876 -7.067
P 1.571 0.082 2.145
C 1.477 -0.112 -1.914
H -1.806 1.482 -0.632
H -0.324 -6.202 -0.145
C 0.871 -3.419 2.549
H -2.286 2.854 6.131
H -5.632 2.759 -4.509
H -0.298 1.476 3.380
C -2.647 3.065 5.117
H -1.857 1.085 3.412
C 5.643 -1.287 0.624
H 4.353 -0.116 -0.664
H 4.601 -3.011 0.840
C 0.107 0.955 -1.958
H -3.767 3.393 -7.068
H -1.650 -5.600 2.135
N 1.564 -0.044 3.761
H 7.460 -2.807 -1.775
H -4.625 3.562 -3.316
H 2.051 -0.175 -0.896
H -3.840 1.326 -3.392
O -2.681 2.821 1.912
*
```


# 4
DFT (ωB97M-V/def2-TZVPD) results for an isolated molecule of C3H3BrO in a non-equilibrium geometry.

Summary:
SMILES = C=CC(=O)Br
Total energy = -75247.4869 eV
HOMO-LUMO gap = 9.44 eV

Geometry as ORCA input:
```
! wB97M-V def2-TZVPD RIJCOSX def2/J DEFGRID3
* xyz 0 1
C 0.121 1.086 0.381
C 0.101 -0.006 -0.513
C -0.156 -1.220 -0.081
H -0.587 -1.498 0.883
H 0.487 0.173 -1.448
O -0.377 0.817 1.616
H -0.035 -2.197 -0.673
Br 0.446 2.845 -0.164
*
```